Density functional theory data (ωB97M-V/def2-TZVPD) for C18H27N3O6S as an isolated structure at a distorted geometry.

Cartesian coordinates (Å):
O  3.446  -0.719  -1.243
C  3.631  -0.201  -0.244
N  4.626  0.770  0.042
H  4.625  0.979  0.988
C  5.567  0.811  -1.010
C  6.776  0.283  -0.377
C  7.263  -0.999  -0.474
C  8.567  -0.885  -0.072
C  8.670  0.340  0.538
O  7.702  1.047  0.345
H  9.436  0.938  1.263
H  9.172  -1.628  -0.001
H  6.932  -1.838  -1.332
H  5.680  2.161  -0.888
H  5.226  0.566  -1.953
C  2.426  -0.468  1.035
C  1.814  0.692  1.381
C  0.787  1.254  0.308
N  -0.041  0.365  -0.071
S  -1.519  0.764  -0.761
O  -1.938  1.995  -0.471
O  -1.407  0.675  -2.133
N  -2.512  -0.401  -0.336
C  -3.629  -0.791  -1.147
C  -4.715  0.336  -1.490
H  -4.267  1.181  -1.529
H  -5.500  -0.309  -1.936
C  -5.211  0.387  0.163
O  -5.901  -1.051  0.689
C  -7.155  -1.019  0.310
H  -7.366  -1.448  -0.724
C  -7.532  0.493  -0.093
H  -8.228  0.934  0.743
O  -6.309  1.045  0.304
H  -7.848  0.659  -0.994
H  -7.710  -1.217  1.103
C  -4.080  0.592  0.974
C  -2.950  -0.378  1.246
H  -2.103  -0.025  1.575
H  -3.377  -1.263  1.408
H  -3.694  1.518  1.066
H  -4.619  0.633  2.409
H  -3.219  -0.891  -2.286
H  -3.982  -1.982  -1.043
C  0.367  -0.892  -0.582
C  1.612  -1.558  0.513
H  2.042  -2.475  0.150
H  1.040  -1.940  1.458
H  -0.306  -1.575  -0.794
H  0.861  -0.695  -1.406
H  0.293  2.245  0.476
H  1.413  1.574  -0.742
H  2.676  1.716  1.443
H  1.267  0.572  2.331
H  3.203  -0.877  1.872

Output
HOMO energy = -8.2 eV
HOMO-LUMO gap = 0.322 hartree
Relative energy (zero: lowest compared OMol25 entry of this formula, charge and spin) = 20.421 eV
E_tot = -1715.30083 a.u.
LUMO level = 0.0202 Ha